1.
Below is a 3-piece molecular cluster, C4H13NO2 overall, with properties calculated with wB97M-V/def2-TZVPD.

Each line ends with the Mulliken spin population.
CARTESIAN COORDINATES (ANGSTROEM)
N  0.5961  1.0794  1.4882  -0.595
C  -0.0862  0.3888  0.3749  1.464
C  -0.7187  -2.0294  -1.5827  0.471
C  0.5208  -1.8359  -0.7695  -0.244
C  0.8147  -0.7959  0.0110  0.060
H  0.5984  0.3839  2.2246  -0.058
H  -0.0284  1.7638  1.8939  -0.052
H  -1.0913  0.0446  0.6501  0.380
H  -0.2398  0.9511  -0.5366  -0.261
H  -1.6108  -2.1196  -0.9717  -0.170
H  -0.5367  -2.7827  -2.3397  -0.100
H  -0.7684  -1.0859  -2.1631  -0.187
H  1.2456  -2.6261  -0.9436  -0.001
H  1.6186  -0.8315  0.7422  -0.029
H  3.5519  2.3693  0.4041  -0.007
H  2.3562  2.0486  1.4496  0.016
O  3.3277  2.1639  1.2858  0.043
H  -3.0694  0.6685  -1.1328  -0.100
H  -4.6238  0.4192  -1.3592  -0.561
O  -3.8765  0.2079  -0.7900  0.927

Calculated values
lowest unoccupied orbital energy (spin up / spin down): 3.64 / 3.58 eV
charge: -1
molar mass: 107.2 g mol⁻¹
spin multiplicity: 2


2.
Below is a 3-piece molecular cluster, C4H13NO2 overall, with properties calculated with wB97M-V/def2-TZVPD.

Each line ends with the Mulliken spin population.
CARTESIAN COORDINATES (ANGSTROEM)
C  -1.3085  1.7086  0.5992  0.800
C  -1.6391  0.9733  -0.6896  -1.654
C  -1.4149  -0.3352  -0.8328  1.730
N  -0.9734  -1.1761  0.1919  0.039
C  -2.2127  1.7727  -1.8501  0.155
H  -0.3117  1.4015  0.9093  -0.090
H  -1.4656  2.7728  0.4575  -0.046
H  -2.0500  1.4485  1.3631  -0.044
H  -1.5628  -0.7232  -1.8327  0.177
H  -0.6203  -2.0602  -0.1574  -0.397
H  -0.2600  -0.7527  0.7744  -0.105
H  -1.4838  1.9652  -2.6505  -0.063
H  -3.0178  1.2091  -2.3151  -0.015
H  -2.5047  2.7813  -1.5605  0.015
H  2.4937  0.9565  -1.6790  -0.116
H  3.2126  0.1768  -0.5089  -0.221
O  3.2978  0.8658  -1.1654  0.665
H  4.2297  -4.4216  4.3556  -0.038
H  3.3651  -4.0807  3.2080  -0.162
O  4.2264  -4.4823  3.3829  0.369

Calculated values
lowest unoccupied orbital energy (spin up / spin down): 3.31 / 3.48 eV
charge: -1
molar mass: 107.2 g mol⁻¹
spin multiplicity: 2


Here is how they stack up, most stable first: 2, 1.


1.
Below is a 2-piece molecular cluster, C12H18NO overall, with properties calculated with wB97M-V/def2-TZVPD.

Each line ends with the Mulliken charge.
CARTESIAN COORDINATES (ANGSTROEM)
C  -2.0982  -2.3339  -0.7661  -0.268
C  -1.8829  -1.5778  -1.8092  -0.980
C  -1.9658  -1.8775  0.5417  -0.848
C  -1.2989  -0.3134  -1.5710  0.244
C  -1.3751  -0.6360  0.7502  0.022
C  -0.9532  0.1860  -0.3240  0.625
C  -1.0444  2.6292  0.1413  -0.003
C  -0.1911  1.3920  -0.2267  -0.396
C  -2.5281  2.3465  0.1751  -1.258
C  2.2907  -1.5652  -0.7213  -0.706
C  4.0985  -0.4576  0.8672  -1.137
C  2.6650  -0.6065  0.3514  0.623
N  -0.0423  1.8441  1.1298  0.052
O  1.7690  0.0016  0.9421  -0.487
H  -2.4904  -3.3754  -0.8296  0.344
H  -2.1892  -1.9920  -2.7594  0.447
H  -2.1135  -2.6393  1.3480  0.322
H  -1.1951  0.5180  -2.3899  0.207
H  -1.1300  -0.3584  1.8251  0.068
H  -0.7433  3.6965  0.1101  0.480
H  -2.7787  2.2492  1.2058  0.326
H  -2.8251  1.4853  -0.3566  0.374
H  -2.9239  3.2764  -0.1655  0.427
H  1.7036  -0.9856  -1.4729  0.155
H  1.5234  -2.2155  -0.2894  0.243
H  3.1017  -2.0945  -1.2144  0.434
H  4.6215  0.4579  0.6909  0.305
H  4.4164  -0.4466  1.9937  0.296
H  4.5059  -1.3929  0.4313  0.296
H  0.7397  2.2531  1.5654  0.316
H  -0.3817  1.0987  1.8183  0.174
H  0.7158  1.4337  -0.9915  0.303

Calculated values
lowest unoccupied orbital energy: -2.61 eV
charge: +1
molar mass: 192.3 g mol⁻¹


2.
Below is an isolated ion of composition C12H18NO and charge +1, with properties calculated with wB97M-V/def2-TZVPD.

Each line ends with the Mulliken charge.
CARTESIAN COORDINATES (ANGSTROEM)
C  3.8016  -0.3549  -0.0212  -0.256
C  3.0591  -0.2903  1.1615  -1.073
C  3.1704  -0.3203  -1.2320  -0.817
C  1.7202  0.0506  1.0990  -0.721
C  1.8192  -0.0148  -1.3021  0.092
C  1.0441  0.0070  -0.1339  0.354
C  -0.9222  1.4078  0.6743  1.079
C  -0.4069  0.1816  -0.0633  -0.639
C  -0.0071  2.3627  1.3892  -1.533
C  -1.3878  -1.9674  0.5718  -1.353
C  -1.2092  -1.5492  -1.8536  -1.601
C  -1.4141  -0.8019  -0.5238  1.391
N  -1.2844  2.0855  -0.6002  -0.647
O  -2.6238  -0.1036  -0.5888  -0.627
H  4.8788  -0.4682  -0.0067  0.412
H  3.4823  -0.2496  2.1028  0.494
H  3.8674  -0.2157  -2.1174  0.310
H  1.0996  0.2652  1.9332  0.583
H  1.2272  0.2685  -2.2640  0.387
H  -1.8007  1.1638  1.3502  0.411
H  -0.5202  3.1652  1.7500  0.492
H  0.7976  2.7739  0.6974  0.354
H  0.6707  1.8582  2.0976  0.344
H  -0.3050  -2.4126  0.6035  0.304
H  -2.1333  -2.6858  0.2535  0.506
H  -1.6875  -1.4516  1.4583  0.465
H  -1.4756  -0.9742  -2.7265  0.442
H  -0.1326  -1.7586  -2.0802  0.360
H  -1.7447  -2.4653  -1.9173  0.399
H  -2.1150  1.6499  -0.9621  0.368
H  -0.4519  2.0314  -1.1716  0.338
H  -3.4028  -0.7223  -0.3594  0.381

Calculated values
lowest unoccupied orbital energy: -5.21 eV
charge: +1
molar mass: 192.3 g mol⁻¹


Here is how they stack up, most stable first: 2, 1.


1.
Below is an isolated ion of composition C3H6NO4 and charge -1, with properties calculated with wB97M-V/def2-TZVPD.

Each line ends with the Mulliken charge.
CARTESIAN COORDINATES (ANGSTROEM)
C  1.6266  0.2945  -0.0852  0.563
C  -0.8801  -1.1222  0.8933  -0.758
C  0.5002  -0.2463  -1.0331  -0.421
N  -0.7829  -0.4265  -0.4269  -0.048
O  1.2312  1.3688  0.4514  -0.689
O  2.7440  -0.2198  0.0199  -0.742
O  -1.2205  1.9002  0.3732  -0.487
O  -1.5243  0.8954  -0.6188  -0.214
H  -0.0678  -0.7964  1.4735  0.293
H  -1.8083  -0.6068  1.2322  0.309
H  -0.8948  -2.1723  0.7455  0.252
H  0.6151  -1.2699  -1.5321  0.276
H  0.5084  0.4802  -1.8729  0.211
H  -0.0467  1.9211  0.3801  0.455

Calculated values
lowest unoccupied orbital energy: 4.12 eV
charge: -1
molar mass: 120.1 g mol⁻¹
SMILES string: CN(CC(=O)[O-])OO


2.
Below is a 2-piece molecular cluster, C3H6NO4 overall, with properties calculated with wB97M-V/def2-TZVPD.

Each line ends with the Mulliken charge.
CARTESIAN COORDINATES (ANGSTROEM)
O  -0.3858  1.8068  1.9795  -0.520
C  -0.0658  1.6963  0.8178  -0.013
C  -0.8514  0.9618  -0.2245  -0.437
N  -0.0573  0.5534  -1.3477  -0.217
C  0.7452  -0.6249  -1.3772  0.456
O  1.2705  -0.8734  -2.4735  -0.774
O  0.8065  -1.2470  -0.2868  -0.725
H  0.8725  2.1822  0.4820  0.352
H  -1.3652  0.1069  0.2144  0.256
H  -1.6232  1.6224  -0.6285  0.375
H  -0.0002  1.1392  -2.1683  0.194
H  -0.1318  -3.0481  1.3496  0.293
H  0.5921  -1.7646  1.5859  0.437
O  0.1939  -2.5110  2.0774  -0.677

Calculated values
lowest unoccupied orbital energy: 3.74 eV
charge: -1
molar mass: 120.1 g mol⁻¹


Here is how they stack up, most stable first: 2, 1.


1.
Below is C4H11P3 as an isolated structure, with properties calculated with wB97M-V/def2-TZVPD.

Each line ends with the Mulliken charge.
CARTESIAN COORDINATES (ANGSTROEM)
C  -0.3789  1.0422  -0.7450  0.180
C  -0.6067  3.3946  -2.0508  -0.937
C  0.9040  -2.4331  0.6981  -1.063
C  -1.5973  -1.1157  0.4549  -0.805
P  -1.8644  0.3408  -0.7281  -0.155
P  1.1938  0.7759  -0.0319  -0.188
P  -0.0632  -1.0939  1.5040  0.007
H  -0.3755  4.0015  -1.2022  0.327
H  0.1447  3.2255  -2.7898  0.319
H  -1.6297  3.2546  -2.3198  0.352
H  1.7735  -2.6498  1.3168  0.339
H  1.2453  -2.0923  -0.2793  0.342
H  0.3019  -3.3350  0.5913  0.348
H  -2.4565  -1.0785  1.1322  0.412
H  -1.6583  -2.0445  -0.1209  0.338
H  1.9337  1.5970  -0.9013  0.052
H  1.1390  1.7496  0.9648  0.071
H  -0.6234  -1.9348  2.4866  0.060

Calculated values
lowest unoccupied orbital energy (spin up / spin down): 0.15 / -0.40 eV
charge: 0
molar mass: 152.1 g mol⁻¹


2.
Below is an isolated molecule of C4H11P3, with properties calculated with wB97M-V/def2-TZVPD.

Each line ends with the Mulliken charge.
CARTESIAN COORDINATES (ANGSTROEM)
C  0.1952  -1.4081  1.2673  -1.048
C  0.7939  0.0100  -1.7231  -1.233
C  -0.6169  -0.2226  0.7430  -0.293
C  0.3507  0.6774  -0.3682  -0.383
P  -3.4496  0.8264  0.7903  -0.085
P  -2.2907  -0.4936  -0.1652  0.081
P  1.7039  1.0329  0.7441  -0.117
H  -0.2613  -1.9353  2.0117  0.440
H  1.1838  -1.0309  1.5361  0.281
H  0.6202  -2.0339  0.3427  0.216
H  1.1613  -1.0009  -1.5352  0.281
H  -0.0254  -0.0236  -2.3095  0.462
H  1.3824  0.6791  -2.3412  0.376
H  -0.7255  0.6080  1.5141  0.435
H  -0.3314  1.4896  -0.6026  0.472
H  -4.6420  0.6735  -0.2114  0.053
H  2.3085  2.0843  -0.0226  0.034
H  2.6430  0.0678  0.3298  0.027

Calculated values
lowest unoccupied orbital energy: -0.69 eV
charge: 0
molar mass: 152.1 g mol⁻¹


Here is how they stack up, most stable first: 2, 1.


1.
Below is an isolated ion of composition C4H9NOS and charge +1, with properties calculated with wB97M-V/def2-TZVPD.

Each line ends with the Mulliken spin population.
CARTESIAN COORDINATES (ANGSTROEM)
C  -0.8083  -0.6363  1.1971  0.039
N  -1.4853  -1.4556  0.3017  0.495
C  -1.1223  -2.2525  -0.8515  -0.035
O  -1.4978  -2.1884  -1.9702  0.054
C  0.6027  -0.0794  0.7792  0.060
C  0.3332  1.2106  -0.0443  0.019
S  1.8545  2.3588  0.0801  0.235
H  -0.5707  -1.1130  2.1668  0.111
H  -1.5570  0.1430  1.5518  0.030
H  -2.4947  -1.3661  0.2007  -0.021
H  -0.5172  -3.1123  -0.4816  0.008
H  1.1186  -0.8476  0.2035  -0.004
H  1.1188  0.3292  1.6396  0.002
H  -0.4827  1.7717  0.4130  0.002
H  0.0063  0.9902  -1.0720  0.009
H  1.5109  3.2508  1.0428  -0.003

Calculated values
lowest unoccupied orbital energy (spin up / spin down): -3.68 / -8.95 eV
charge: +1
molar mass: 119.2 g mol⁻¹
spin multiplicity: 2


2.
Below is an isolated ion of composition C4H9NOS and charge +1, with properties calculated with wB97M-V/def2-TZVPD.

Each line ends with the Mulliken spin population.
CARTESIAN COORDINATES (ANGSTROEM)
O  -0.5640  -1.2650  1.8721  0.001
C  -0.2072  -1.4452  0.7196  0.001
N  -0.1828  -0.4142  -0.3147  0.000
C  -0.3476  1.0107  0.2894  0.051
C  0.4254  2.0822  -0.5649  -0.039
S  -0.5278  3.5435  -1.3690  1.010
C  0.5482  -2.7679  0.5414  0.000
H  -0.6696  -0.6153  -1.1890  -0.001
H  -1.4537  1.3333  0.3964  -0.023
H  0.0597  0.9976  1.2841  0.002
H  1.0381  1.6679  -1.2449  0.026
H  0.9653  2.5470  0.2597  -0.013
H  -1.1697  2.7684  -2.2129  -0.013
H  1.6305  -2.7128  0.4305  0.000
H  0.4275  -3.4441  1.4133  0.000
H  0.0277  -3.2860  -0.3111  0.000

Calculated values
lowest unoccupied orbital energy (spin up / spin down): -4.60 / -9.58 eV
charge: +1
molar mass: 119.2 g mol⁻¹
spin multiplicity: 2


Here is how they stack up, most stable first: 1, 2.